[1]
A structure of composition C30H43BCl2N6RuS. Source: OMol25; level of theory: the ωB97M-V functional and the def2-TZVPD basis.

<S²> = 6.0400
Kohn-Sham gap (spin up / spin down) = 7.67 / 5.44 eV
E = -79874.531 eV
HOMO level (spin up / spin down) = -14.49 / -14.47 eV

The geometry in ORCA input format:
```
! wB97M-V def2-TZVPD RIJCOSX def2/J DEFGRID3
* xyz 2 5
Ru 0.19 -0.26 0.01
Cl -0.81 -2.43 0.30
Cl 4.20 -4.32 -0.80
S 2.29 -1.86 -0.36
N -1.88 0.88 1.55
N -0.70 0.24 1.85
N -1.18 0.16 -1.55
N 0.60 1.70 -0.09
N -0.57 2.41 0.07
N -2.21 0.90 -1.02
C -2.71 0.77 2.59
C 3.45 0.84 -0.49
C -0.06 -2.38 4.18
C -4.52 1.64 -1.62
C -0.28 3.72 0.04
C 3.88 2.97 0.71
C -1.32 4.78 0.19
C -0.18 -2.35 -3.08
C 1.08 3.86 -0.14
C 0.58 -0.14 5.12
C 2.07 -5.85 -0.38
C 0.34 -0.94 3.83
C 2.55 -4.55 -0.46
C 1.63 2.59 -0.23
C 3.50 2.96 -1.78
C -2.87 0.17 -2.99
C -1.43 -1.36 -4.99
C -3.24 0.91 -1.88
C 1.68 -3.43 -0.26
C -0.67 -1.05 -3.70
C -0.16 -5.00 0.10
C -0.80 -0.27 3.09
C 0.32 -3.74 0.01
C 0.73 -6.07 -0.11
C 3.10 2.32 -0.44
C -2.07 0.03 3.58
C 1.62 -0.94 3.01
C -1.58 -0.30 -2.76
C 0.55 -0.15 -4.02
C -4.08 1.36 2.61
B -1.96 1.74 0.26
H 0.23 0.80 -4.45
H -0.84 5.76 0.12
H -1.74 -0.45 -5.51
H 1.13 0.06 -3.12
H 0.42 -2.15 -2.19
H -4.34 2.70 -1.39
H -0.78 -1.92 -5.67
H -5.06 1.21 -0.78
H -5.15 1.58 -2.50
H -4.75 0.83 1.92
H -2.32 -1.97 -4.80
H -0.29 -0.16 5.77
H 1.97 0.07 2.79
H 3.17 0.34 0.44
H -0.17 -2.99 3.28
H 0.36 -7.08 -0.05
H -2.46 -0.20 4.56
H -2.07 4.72 -0.60
H -1.02 -3.00 -2.79
H -1.21 -5.19 0.31
H 3.34 4.04 -1.77
H 3.68 4.04 0.77
H 0.82 0.90 4.90
H 4.53 0.72 -0.61
H 0.45 -2.90 -3.78
H -3.47 0.00 -3.87
H 0.72 -2.84 4.80
H -4.50 1.29 3.61
H 2.94 2.53 -2.62
H 1.62 4.79 -0.22
H 4.57 2.79 -1.96
H -1.00 -2.41 4.73
H -4.07 2.41 2.32
H 2.97 0.35 -1.34
H 1.42 -0.58 5.67
H -2.80 2.58 0.37
H -1.83 4.71 1.14
H 2.74 -6.68 -0.54
H 1.49 -1.49 2.07
H 4.95 2.84 0.54
H 3.62 2.52 1.67
H 2.42 -1.46 3.56
H 1.20 -0.65 -4.74
*
```

In elementary charge units, the Mulliken charges are: 0.41 0.00 -0.12 -0.19 0.58 0.37 1.03 1.98 -0.56 0.48 0.40 -1.29 -1.56 -1.43 0.31 -1.71 -1.54 -1.19 -0.93 -1.79 -0.68 2.44 0.18 -0.98 -1.68 -0.75 -2.32 0.23 0.36 2.10 -0.63 -0.33 0.32 -0.49 2.31 -1.21 -1.54 -0.71 -1.56 -1.45 -0.02 0.44 0.42 0.47 0.15 -0.25 0.29 0.41 0.23 0.39 0.22 0.44 0.37 0.34 0.10 0.21 0.45 0.60 0.30 0.50 0.56 0.39 0.37 0.39 0.37 0.52 0.68 0.46 0.40 0.31 0.63 0.46 0.36 0.31 0.07 0.47 -0.14 0.32 0.48 -0.27 0.48 0.33 0.62 0.46

[2]
A structure of composition C24H69MgN10O12 in a non-equilibrium geometry. Source: OMol25; level of theory: the ωB97M-V functional and the def2-TZVPD basis.

Kohn-Sham gap = 4.10 eV
E = -70907.716 eV
HOMO level = -9.81 eV

The geometry in ORCA input format:
```
! wB97M-V def2-TZVPD RIJCOSX def2/J DEFGRID3
* xyz 1 1
Mg -1.56 -5.22 -1.39
O -0.06 -6.49 -0.65
O -0.58 -2.20 0.31
O -2.17 -4.21 -3.28
O 0.23 5.06 6.35
O 5.96 -5.52 1.51
O 6.72 1.18 1.10
O 3.40 2.09 -5.18
O -3.88 2.36 -3.47
O -0.14 7.40 -2.44
O -4.73 -2.24 7.55
O -6.39 -3.18 2.99
O -3.92 4.32 3.63
N 5.55 -3.52 0.70
N 5.28 -3.84 2.84
N -4.91 -2.09 1.73
N 1.04 3.81 -2.92
N -5.30 3.97 1.84
N -3.00 2.41 -5.46
N -0.18 -5.85 -3.28
N -3.22 4.03 1.58
N -4.90 3.09 -5.29
N -4.18 -3.31 3.21
C 6.66 2.60 0.96
C 1.33 4.19 6.61
C 5.62 -4.39 1.65
C -1.44 -4.14 -4.45
C 0.39 -1.24 0.72
C -0.03 -7.07 0.61
C -5.22 -2.84 2.70
C -3.94 2.60 -4.63
C 2.05 3.67 -3.94
C 0.99 -7.04 -1.43
C 1.08 -6.22 -2.65
C -4.15 4.13 2.46
C 2.21 2.16 -4.43
C 3.71 0.82 -5.72
C -3.48 -3.76 -3.39
C -0.02 6.07 -2.97
C 1.03 5.15 -2.33
C -0.38 0.06 1.18
C 2.31 4.53 5.51
C 5.23 2.79 0.50
C -0.05 -4.81 -4.30
C -0.62 7.33 -1.12
C -3.41 -2.71 7.91
C -2.28 -1.72 7.38
H 0.98 3.16 6.53
H -5.72 3.33 -4.75
H 5.06 3.86 0.36
H -1.06 5.75 -3.00
H -3.93 -1.89 1.60
H 2.06 1.47 -3.60
H 0.79 -6.60 1.17
H 1.73 4.22 7.62
H 5.46 -2.52 0.84
H -4.42 -4.20 3.63
H 5.19 2.24 -0.44
H -1.19 0.19 0.46
H -3.30 -3.66 7.39
H -2.18 -0.92 8.12
H 0.10 1.04 1.24
H -1.30 -2.20 7.37
H -2.48 -1.20 6.45
H 4.58 2.32 1.23
H 1.37 -5.27 -2.20
H 1.93 5.75 -2.45
H 5.03 -2.86 2.84
H -2.28 4.16 1.94
H -3.66 -2.98 -4.14
H -6.16 3.93 2.37
H -1.79 -4.81 -5.24
H 2.94 0.07 -5.86
H 4.55 0.42 -5.15
H -1.39 6.59 -0.91
H 6.00 -3.91 -0.11
H -1.38 -3.13 -4.85
H 2.06 4.40 -4.75
H -5.65 -1.66 1.20
H -0.46 4.64 5.83
H -4.18 -4.58 -3.57
H 6.95 2.95 1.95
H 4.09 1.10 -6.70
H 1.35 2.00 -5.07
H -2.15 2.34 -4.92
H 1.87 -6.42 -3.37
H 0.22 6.01 -4.03
H 0.92 5.21 -1.25
H -0.11 -8.15 0.57
H -3.33 -3.27 2.67
H 1.95 -7.01 -0.91
H 0.67 -4.14 -3.83
H 3.27 4.02 5.57
H 0.29 -5.27 -5.23
H 7.45 0.83 0.59
H -3.45 -2.94 8.97
H -4.68 3.54 -6.17
H 1.92 4.32 4.52
H -3.25 3.78 0.60
H 1.03 -0.98 -0.11
H -1.09 8.29 -0.89
H 0.82 -8.08 -1.73
H 7.44 3.03 0.33
H -4.90 -2.53 6.64
H -3.97 -3.43 -2.47
H -0.93 -6.64 1.06
H 3.04 3.83 -3.51
H 2.54 5.60 5.56
H 5.31 -4.33 3.73
H -0.81 0.01 2.18
H -3.13 2.96 -6.29
H -5.24 3.86 0.84
H 0.91 3.09 -2.23
H 1.21 -1.60 1.35
H 0.24 7.23 -0.46
H -0.40 -6.60 -3.92
*
```

Atom charges from the Mulliken analysis, given in e for atoms 1 to 99: 0.85 -0.18 -0.62 -0.19 -0.52 -0.64 -0.51 -0.31 -0.63 -0.41 -0.51 -0.73 -0.66 -0.40 -0.38 -0.35 -0.11 -0.37 -0.39 -0.27 -0.34 -0.40 -0.38 -0.34 -0.22 0.65 -0.53 -0.31 -0.74 0.71 0.59 -0.62 -0.52 -0.71 0.67 -0.47 -0.74 -0.81 -0.51 -0.68 -0.94 -0.87 -0.84 -0.75 -0.69 -0.26 -0.89 0.21 0.24 0.33 0.35 0.13 0.35 0.36 0.28 0.19 0.25 0.22 0.23 0.22 0.26 0.34 0.31 0.28 0.27 0.33 0.26 0.15 0.18 0.32 0.21 0.40 0.31 0.26 0.28 0.24 0.45 0.32 0.22 0.30 0.38 0.24 0.26 0.30 0.23 0.48 0.32 0.44 0.34 0.16 0.47 0.38 0.33 0.43 0.29 0.29 0.16 0.22 0.14

[3]
A structure of composition C9H22N3 in a non-equilibrium geometry. Source: OMol25; level of theory: the ωB97M-V functional and the def2-TZVPD basis.

Kohn-Sham gap = 10.11 eV
E = -14148.682 eV
HOMO level = -12.70 eV

The geometry in ORCA input format:
```
! wB97M-V def2-TZVPD RIJCOSX def2/J DEFGRID3
* xyz 1 1
N -0.12 1.61 -0.79
N 1.26 -0.19 -0.25
N 0.37 0.77 0.27
C 2.19 -0.72 0.81
C -1.51 1.29 -1.10
C -1.32 -1.39 0.91
C 1.16 1.90 1.53
C -2.55 -0.60 0.29
C 0.43 -1.31 -0.91
C 2.12 0.27 -1.37
C -2.34 0.93 0.11
C -0.38 -2.16 0.03
H 2.77 0.04 1.18
H -0.32 -0.83 -1.47
H 1.61 -1.11 1.66
H 2.12 2.37 1.19
H -0.59 -0.62 1.33
H 2.87 -0.49 -1.63
H -2.86 -0.97 -0.73
H -2.01 1.47 0.99
H 0.07 2.57 -0.62
H 1.14 1.09 2.32
H -1.42 0.50 -1.84
H 2.90 -1.52 0.31
H -1.69 -2.09 1.72
H 0.20 -2.93 0.59
H -1.87 2.25 -1.63
H -3.28 1.29 -0.13
H 0.48 2.66 1.70
H 1.39 0.55 -2.20
H -1.02 -3.00 -0.67
H -3.43 -0.84 0.90
H 1.15 -2.00 -1.37
H 2.50 1.22 -1.10
*
```

In elementary charge units, the Mulliken charges are: -0.56 0.32 -0.18 -0.98 -0.75 -0.03 -0.94 -0.88 -0.37 -0.79 -0.57 -1.03 0.51 0.24 0.37 0.29 -0.03 0.45 0.35 0.33 0.28 0.44 0.40 0.30 0.39 0.41 0.43 0.43 0.40 0.34 0.37 0.36 0.35 0.35